{
  "formula": "C3H9N3O",
  "method": "the ωB97M-V functional and the def2-TZVPD basis",
  "relative_energy_kj_mol": 623.1,
  "homo_energy_ev": -8.83,
  "elements": ["C", "C", "C", "H", "H", "H", "H", "H", "H", "H", "H", "H", "N", "N", "N", "O"],
  "positions_angstrom": [[0.97877, 0.17182, 1.04931], [0.25427, -0.65961, -0.14856], [-1.14285, -0.33388, -0.16016], [0.43001, 1.21132, 1.44256], [2.17492, 0.48121, 0.82804], [1.05064, -0.53713, 1.90968], [0.60497, -1.78704, -0.17745], [0.61911, -0.42453, -2.11366], [2.04933, -0.10985, -1.06965], [-1.43529, -2.05713, 0.27719], [-2.47314, 0.98097, 0.10485], [0.39228, 1.45659, -0.23443], [1.03127, -0.00251, -1.28368], [-2.05538, -1.19771, 0.13759], [-1.66562, 0.89563, -0.57828], [-0.81329, 1.91187, 0.01666]],
  "nbo_charge": [-0.705, -0.143, 0.353, 0.298, 0.213, 0.234, 0.222, 0.384, 0.387, 0.318, 0.381, 0.507, -0.837, -0.622, -0.321, -0.669]
}

{
  "formula": "FHN2O",
  "method": "the ωB97M-V functional and the def2-TZVPD basis",
  "relative_energy_kj_mol": 326.5,
  "homo_energy_ev": -10.30,
  "smiles": "O=NNF",
  "elements": ["O", "N", "N", "F", "H"],
  "positions_angstrom": [[-1.09273, 0.34155, -1.26244], [-0.95586, 0.32726, -0.08559], [0.31684, 0.06739, 0.21058], [0.56213, -0.20627, 1.50590], [1.16963, -0.52993, -0.36846]],
  "nbo_charge": [-0.346, 0.243, -0.070, -0.209, 0.383]
}

{
  "formula": "C4H15N2O4",
  "method": "the ωB97M-V functional and the def2-TZVPD basis",
  "charge": -1,
  "relative_energy_kj_mol": 0.0,
  "homo_energy_ev": -3.52,
  "elements": ["C", "N", "C", "O", "C", "C", "O", "N", "H", "H", "H", "H", "H", "H", "H", "H", "H", "H", "H", "H", "H", "O", "H", "H", "O"],
  "positions_angstrom": [[0.65744, -0.64900, -0.70045], [0.07845, -0.30404, -1.99352], [-1.37906, 0.17756, -1.98701], [-1.86045, 0.41041, -0.74400], [1.65458, 0.38410, -0.19722], [2.14423, -0.06707, 1.19246], [3.04028, 0.91824, 1.75769], [1.00950, 1.68181, -0.04494], [1.11516, -1.65519, -0.75828], [-0.15126, -0.85363, 0.00175], [0.74041, 0.31355, -2.44726], [-1.36335, 1.07583, -2.63402], [-1.91625, -0.70296, -2.38557], [2.52017, 0.48558, -0.85504], [2.77340, -0.94700, 1.06618], [1.32367, -0.15852, 1.90029], [2.87793, 1.75079, 1.30335], [-0.00821, 1.56005, 0.00108], [1.06007, 2.27195, -0.86204], [-2.88766, -0.21125, 2.35230], [-1.73799, 0.29771, 1.49538], [-1.97835, 0.09205, 2.41834], [-3.17635, -1.53254, 0.43577], [-1.87624, -2.01369, 1.07018], [-2.66014, -2.32474, 0.61456]],
  "nbo_charge": [-0.248, -0.699, 0.132, -1.002, -0.093, -0.062, -0.759, -0.891, 0.160, 0.218, 0.324, 0.085, 0.101, 0.170, 0.164, 0.177, 0.474, 0.406, 0.350, 0.460, 0.511, -0.977, 0.482, 0.477, -0.962]
}

{
  "formula": "C3H10N3O",
  "method": "the ωB97M-V functional and the def2-TZVPD basis",
  "charge": 1,
  "relative_energy_kj_mol": 215.6,
  "homo_energy_ev": -14.79,
  "elements": ["C", "C", "C", "N", "N", "N", "O", "H", "H", "H", "H", "H", "H", "H", "H", "H", "H"],
  "positions_angstrom": [[-0.82283, -0.25825, -0.58594], [0.70452, -0.36370, -0.46657], [-1.37998, 1.12895, -0.73761], [-0.10964, -0.07968, 1.70931], [1.12410, -1.59893, -0.42598], [1.50688, 0.64256, -0.66580], [-1.39876, -1.31807, -0.59581], [-2.43567, 1.05040, -0.24959], [-1.61354, 1.46332, -1.71789], [-0.78417, 1.80819, -0.12165], [-0.42637, 0.69072, 2.19229], [-0.92664, -0.56273, 1.39447], [2.05830, -1.76363, -0.12754], [0.54204, -2.34130, -0.30927], [0.97756, 1.51619, -1.02183], [0.49673, -0.58933, 2.34420], [2.48746, 0.57529, -0.61479]],
  "nbo_charge": [0.550, 0.496, -0.764, -1.034, -0.703, -0.728, -0.494, 0.285, 0.286, 0.236, 0.383, 0.383, 0.404, 0.431, 0.442, 0.399, 0.429]
}

{
  "formula": "C4H6N2",
  "method": "the ωB97M-V functional and the def2-TZVPD basis",
  "relative_energy_kj_mol": 188.3,
  "homo_energy_ev": -10.16,
  "smiles": "CN1C[C@H]1C#N",
  "elements": ["C", "N", "C", "C", "C", "N", "H", "H", "H", "H", "H", "H"],
  "positions_angstrom": [[-0.89344, 1.23741, 0.47873], [-0.21353, -0.02975, 0.68152], [1.19702, -0.10092, 0.37790], [0.17716, -0.63487, -0.57224], [-0.12138, -2.03136, -0.81702], [-0.39942, -3.12319, -1.07867], [-1.97150, 1.05268, 0.50043], [-0.63581, 1.67368, -0.50246], [-0.63150, 1.93773, 1.27478], [1.77148, -0.75946, 1.02521], [1.72655, 0.79039, 0.03660], [-0.00218, 0.00107, -1.44159]],
  "nbo_charge": [-0.416, -0.358, -0.226, -0.203, 0.275, -0.304, 0.213, 0.166, 0.208, 0.221, 0.198, 0.225]
}

{
  "formula": "C14H30N3O",
  "method": "the ωB97M-V functional and the def2-TZVPD basis",
  "charge": 1,
  "relative_energy_kj_mol": 54.1,
  "homo_energy_ev": -12.21,
  "smiles": "COCCCCCCCCCCN1CCNC1=[NH2+]",
  "elements": ["C", "O", "C", "C", "C", "C", "C", "C", "C", "C", "C", "C", "N", "C", "C", "N", "C", "N", "H", "H", "H", "H", "H", "H", "H", "H", "H", "H", "H", "H", "H", "H", "H", "H", "H", "H", "H", "H", "H", "H", "H", "H", "H", "H", "H", "H", "H", "H"],
  "positions_angstrom": [[-0.67354, 1.72238, 4.15921], [-1.43991, 2.27819, 3.10664], [-2.10723, 1.27812, 2.37703], [-2.81857, 1.95020, 1.22179], [-1.96899, 2.92682, 0.40854], [-0.75632, 2.28459, -0.28389], [0.51593, 2.25140, 0.58030], [1.77253, 2.37117, -0.24677], [1.97821, 1.18519, -1.20499], [2.83672, 0.11058, -0.51138], [2.75196, -1.27138, -1.16297], [1.58357, -2.14808, -0.72731], [0.45480, -2.20407, -1.70245], [0.55679, -3.26639, -2.72008], [-0.59309, -4.26843, -2.33082], [-0.73730, -3.91430, -0.88416], [-0.68958, -2.55367, -1.01000], [-1.60520, -1.73995, -0.60406], [-0.24519, 2.51621, 4.75198], [-1.30438, 1.09138, 4.77904], [0.15330, 1.14667, 3.74253], [-2.84764, 0.82707, 3.04186], [-1.38340, 0.52848, 2.04473], [-3.29110, 1.21173, 0.57580], [-3.63349, 2.52356, 1.65121], [-2.61975, 3.31960, -0.36315], [-1.63777, 3.71349, 1.06487], [-0.98876, 1.25797, -0.53527], [-0.56822, 2.80242, -1.21883], [0.53578, 1.32777, 1.15174], [0.43365, 3.05371, 1.30067], [1.83035, 3.33454, -0.73992], [2.60859, 2.33739, 0.44569], [1.03798, 0.78178, -1.56412], [2.54905, 1.52503, -2.06348], [2.54099, 0.05965, 0.53390], [3.85800, 0.46184, -0.54536], [3.64328, -1.80537, -0.85124], [2.80660, -1.18435, -2.24040], [1.95286, -3.16387, -0.62470], [1.19080, -1.84916, 0.23806], [1.51040, -3.76524, -2.63693], [0.29091, -2.90117, -3.69777], [-1.47158, -3.83435, -2.79598], [-0.42354, -5.30766, -2.53411], [-1.63736, -4.15277, -0.47012], [-2.25124, -2.02338, 0.12161], [-1.69994, -0.82531, -1.02697]],
  "nbo_charge": [-0.246, -0.547, -0.062, -0.408, -0.397, -0.389, -0.397, -0.395, -0.403, -0.388, -0.419, -0.203, -0.451, -0.225, -0.230, -0.574, 0.750, -0.711, 0.205, 0.171, 0.159, 0.176, 0.138, 0.180, 0.222, 0.210, 0.224, 0.148, 0.213, 0.179, 0.223, 0.213, 0.203, 0.186, 0.213, 0.192, 0.220, 0.223, 0.220, 0.202, 0.211, 0.223, 0.229, 0.185, 0.252, 0.386, 0.432, 0.457]
}

no.,E (eV),orbital gap (eV),LUMO level (eV)
1,-9769.0816,9.41,0.587
2,-7756.1376,10.53,0.229
3,-15561.5590,7.17,3.649
4,-9784.0654,10.46,-4.333
5,-7223.6392,11.04,0.873
6,-21514.9788,8.54,-3.666